(1)
This record from the Open Molecules 2025 dataset describes a molecular structure, C42H35InN7O18S. The level of theory is wB97M-V/def2-TZVPD.

```
104
Properties=species:S:1:pos:R:3:lowdin_charge:R:1
In -0.33 2.36 -2.86 1.155
S -0.71 0.69 -1.11 0.579
O -1.93 1.24 -1.69 -0.265
O 0.02 1.85 -0.52 -0.438
O -0.85 -0.36 -0.16 -0.214
O 0.16 0.35 -2.31 -0.219
C 1.86 -2.27 -0.09 -0.072
C 0.80 -1.66 0.54 -0.092
C 0.80 -1.48 1.95 0.041
C 1.91 -2.03 2.70 -0.089
C 2.92 -2.74 2.00 -0.007
C 2.96 -2.76 0.61 -0.033
N 2.10 -1.83 4.13 -0.310
O 3.21 -2.09 4.55 0.095
O 1.12 -1.51 4.80 0.080
H 2.19 -2.34 -1.11 0.128
H 0.05 -1.21 -0.10 -0.036
H -0.05 -0.97 2.39 0.133
H 3.78 -3.13 2.52 0.133
H 3.82 -3.05 0.02 0.136
C 1.49 4.18 2.85 -0.037
C 2.56 4.77 2.22 0.003
C 2.41 4.83 0.81 0.059
C 1.32 4.20 0.10 -0.056
C 0.41 3.51 0.83 0.009
C 0.56 3.47 2.21 -0.049
N 1.17 4.26 -1.38 -0.169
O 2.15 4.74 -1.94 0.166
O 0.25 3.71 -1.98 -0.084
H 1.49 4.21 3.93 0.133
H 3.40 5.10 2.81 0.123
H 3.27 5.15 0.22 0.116
H -0.47 3.03 0.42 0.102
H -0.17 2.98 2.83 0.081
C -3.09 -3.32 -2.89 0.022
C -2.90 -2.10 -2.14 0.005
C -2.05 -1.09 -2.50 -0.052
C -1.43 -1.23 -3.75 -0.066
C -1.59 -2.37 -4.48 0.038
C -2.29 -3.47 -3.97 -0.029
N -0.39 -0.17 -4.10 -0.283
O 0.58 -0.60 -4.63 0.213
O -0.73 1.01 -4.17 -0.005
H -3.61 -4.16 -2.45 0.126
H -3.45 -1.98 -1.22 0.082
H -1.81 -0.23 -1.90 0.016
H -1.03 -2.45 -5.40 0.142
H -2.27 -4.44 -4.44 0.129
C -2.37 2.13 2.19 0.008
C -2.16 2.08 3.54 -0.023
C -1.02 1.50 4.03 0.009
C 0.02 1.02 3.23 -0.142
C -0.12 1.17 1.84 -0.037
C -1.30 1.73 1.34 -0.095
N 1.20 0.48 3.85 -0.287
O 2.23 0.46 3.24 0.097
O 1.12 0.11 5.03 0.090
H -3.15 2.66 1.67 0.094
H -2.88 2.47 4.24 0.131
H -0.92 1.29 5.08 0.136
H 0.55 0.74 1.11 0.077
H -1.27 1.81 0.26 0.040
C 3.53 -0.34 1.11 -0.002
C 2.24 0.04 0.80 -0.121
C 1.98 0.86 -0.29 0.058
C 3.06 1.50 -0.98 -0.078
C 4.34 1.28 -0.48 0.004
C 4.60 0.38 0.52 0.010
N 2.83 2.55 -1.92 -0.190
O 1.70 2.54 -2.45 -0.077
O 3.79 3.32 -2.27 0.119
H 3.60 -1.05 1.91 0.087
H 1.34 -0.12 1.37 0.021
H 0.95 1.05 -0.55 -0.052
H 5.22 1.81 -0.81 0.124
H 5.55 0.29 1.04 0.124
C -0.22 -2.08 -1.17 -0.218
C 0.52 -1.65 -2.21 -0.125
C 1.18 -2.47 -3.08 0.015
C 0.91 -3.86 -2.88 -0.100
C 0.20 -4.31 -1.74 0.032
C -0.38 -3.41 -0.84 -0.001
N 1.61 -4.92 -3.66 -0.348
O 1.43 -6.07 -3.37 0.077
O 2.32 -4.55 -4.62 0.047
H -0.75 -1.32 -0.62 -0.117
H 0.59 -0.57 -2.26 -0.130
H 1.72 -2.08 -3.93 0.121
H 0.03 -5.37 -1.60 0.119
H -1.06 -3.74 -0.06 0.137
C -2.82 -0.35 -0.24 -0.120
C -3.63 -1.22 0.54 -0.011
C -4.71 -0.80 1.38 0.055
C -5.01 0.59 1.37 -0.137
C -4.27 1.48 0.54 0.002
C -3.22 1.01 -0.25 -0.095
N -6.11 1.10 2.18 -0.285
O -7.02 0.23 2.33 0.065
O -6.01 2.29 2.60 0.063
H -2.02 -0.82 -0.80 0.025
H -3.31 -2.25 0.56 0.113
H -5.30 -1.45 1.99 0.119
H -4.37 2.55 0.69 0.111
H -2.54 1.72 -0.71 0.017
```

Properties
ΔE to the lowest compared entry with this formula, charge and spin: 4681.6 kJ/mol
Highest occupied orbital energy: -0.3649 hartree
Net charge: +1
HOMO-LUMO gap: 4.1 eV
Electronic energy: -3944.5243 Eh

(2)
This record from the Open Molecules 2025 dataset describes a molecular structure, C42H36Cl2N9O4V. The level of theory is wB97M-V/def2-TZVPD.

```
94
Properties=species:S:1:pos:R:3:lowdin_spin:R:1
V 0.18 -0.65 -0.09 1.121
Cl 1.13 2.08 6.23 0.000
C 1.28 1.08 4.81 -0.001
C 0.49 1.37 3.71 -0.001
C 0.59 0.60 2.56 0.000
N -0.12 0.76 1.36 -0.009
C -1.22 1.53 1.32 0.002
O -1.68 2.26 2.19 0.006
C -1.96 1.41 0.02 0.002
C -3.06 2.21 -0.23 0.000
C -3.71 2.09 -1.45 0.002
C -3.21 1.18 -2.38 0.000
C -2.10 0.43 -2.06 0.004
N -1.49 0.54 -0.88 0.002
C 1.50 -0.47 2.52 -0.001
C 2.29 -0.76 3.63 -0.002
C 2.17 0.02 4.77 -0.001
Cl 3.17 -0.36 6.14 0.000
N 1.53 -1.11 1.29 -0.013
C 2.45 -2.07 0.96 0.004
O 3.19 -2.69 1.72 0.000
C 2.42 -2.26 -0.53 0.008
C 2.92 -3.40 -1.04 -0.021
C 2.82 -3.88 -2.40 0.000
C 2.03 -3.40 -3.38 -0.012
C 1.06 -2.26 -3.19 0.000
N 1.77 -1.20 -1.09 -0.038
H -0.21 2.20 3.75 0.000
H -3.37 2.90 0.54 0.000
H -4.57 2.70 -1.68 0.000
H -3.68 1.06 -3.35 0.000
H -1.63 -0.26 -2.75 0.000
H 2.98 -1.58 3.60 0.000
H 3.44 -4.02 -0.33 -0.001
H 3.46 -4.72 -2.65 0.000
H 2.10 -3.84 -4.37 -0.001
H 0.72 -1.94 -4.18 0.000
C -0.94 -3.86 -3.19 0.001
C -0.19 -2.76 -2.50 0.015
N -0.61 -2.27 -1.39 -0.014
N -1.78 -2.85 -0.90 -0.003
C -2.00 -2.40 0.28 -0.001
O -1.23 -1.54 0.88 -0.002
C -3.21 -2.84 1.02 -0.001
C -3.65 -2.10 2.11 0.000
C -4.80 -2.49 2.79 0.000
C -5.50 -3.61 2.39 0.000
C -5.06 -4.36 1.30 0.000
C -3.92 -3.97 0.62 0.000
C 1.66 -1.00 -2.52 -0.004
C 2.99 -0.62 -3.13 -0.011
C 3.25 0.65 -3.47 -0.001
C 2.26 1.68 -3.32 -0.013
C 1.02 1.28 -2.90 0.003
N 0.64 0.04 -2.59 -0.020
H -2.01 -3.64 -3.21 0.000
H -0.81 -4.79 -2.64 0.001
H -0.56 -4.00 -4.20 0.000
H -3.08 -1.24 2.43 0.000
H -5.14 -1.91 3.64 0.000
H -6.39 -3.92 2.92 0.000
H -5.60 -5.24 0.99 0.000
H -3.56 -4.53 -0.23 0.000
H 3.73 -1.40 -3.27 -0.001
H 4.22 0.90 -3.88 0.000
H 2.46 2.71 -3.58 -0.001
H 0.22 2.01 -2.86 0.000
C -3.21 6.89 -3.49 0.000
C -1.74 7.18 -3.73 0.000
N -0.86 6.22 -3.08 0.000
C -0.15 5.28 -3.96 0.000
C -1.08 4.29 -4.65 0.000
C -0.67 6.38 -1.74 0.000
O -1.16 7.33 -1.15 0.000
C 0.15 5.37 -0.99 0.000
C 1.09 5.81 -0.07 0.000
C 1.81 4.87 0.65 0.000
C 1.55 3.53 0.43 0.000
N 0.63 3.09 -0.42 0.001
C -0.06 4.00 -1.10 0.000
H -3.84 7.62 -4.00 0.000
H -3.43 6.93 -2.43 0.000
H -3.48 5.89 -3.86 0.000
H -1.50 8.17 -3.35 0.000
H -1.51 7.16 -4.80 0.000
H 0.61 4.76 -3.40 0.000
H 0.37 5.87 -4.72 0.000
H -1.65 3.71 -3.93 0.000
H -0.49 3.59 -5.25 0.000
H -1.78 4.80 -5.32 0.000
H 1.24 6.87 0.08 0.000
H 2.55 5.17 1.38 0.000
H 2.10 2.76 0.97 0.000
H -0.83 3.62 -1.76 0.000
```

Properties
ΔE to the lowest compared entry with this formula, charge and spin: 59.7 kJ/mol
Spin multiplicity: 2
Highest occupied orbital energy (alpha / beta): -0.1400 / -0.1428 hartree
Net charge: -1
HOMO-LUMO gap (alpha / beta): 5.3 / 6.0 eV
Electronic energy: -4280.4236 Eh
⟨S²⟩: 0.790

(3)
This record from the Open Molecules 2025 dataset describes a molecular structure, C42H36GeN3O4S2Ti. The level of theory is wB97M-V/def2-TZVPD.

```
89
Properties=species:S:1:pos:R:3:lowdin_spin:R:1
Ti 0.29 0.00 -0.58 0.907
S -0.54 1.41 1.57 0.232
C -0.86 2.33 0.14 0.073
C -1.28 3.66 0.18 -0.001
C -1.62 4.30 -1.00 0.052
C -1.51 3.58 -2.19 -0.002
C -1.07 2.28 -2.16 0.049
N -0.75 1.64 -1.02 0.023
H -1.34 4.16 1.13 0.000
H -1.96 5.33 -0.99 0.004
H -1.77 4.04 -3.14 -0.001
H -0.96 1.71 -3.07 0.003
C 2.74 5.13 5.00 0.000
C 2.66 4.46 3.65 0.000
C 1.85 4.96 2.64 0.001
C 1.82 4.35 1.39 0.004
C 2.58 3.22 1.15 0.006
C 3.38 2.70 2.16 0.002
C 3.42 3.32 3.40 0.000
S 2.57 2.48 -0.49 0.005
O 1.68 3.31 -1.27 0.001
O 3.97 2.50 -0.88 0.001
N 2.02 1.00 -0.34 0.013
C 3.04 0.00 -0.07 0.010
C 2.44 -1.00 0.94 0.006
O 3.17 -1.58 1.75 0.004
O 1.18 -1.15 0.79 0.013
H 2.00 5.94 5.08 0.000
H 3.73 5.56 5.16 0.000
H 2.55 4.42 5.80 0.000
H 1.24 5.84 2.82 0.000
H 1.22 4.74 0.58 0.000
H 3.97 1.82 1.97 0.000
H 4.05 2.91 4.18 0.000
H 3.97 0.43 0.29 0.001
H 3.27 -0.57 -0.99 0.001
C -1.25 -4.02 -0.37 0.056
C -1.14 -4.50 -1.70 0.181
C -0.69 -3.62 -2.66 0.004
C -0.38 -2.30 -2.34 0.165
N -0.58 -1.81 -1.04 0.184
C -0.97 -2.71 -0.11 0.086
C 0.24 -1.36 -3.23 0.037
C 0.35 -1.54 -4.62 0.030
C 1.02 -0.62 -5.39 0.012
C 1.62 0.49 -4.79 0.050
C 1.50 0.68 -3.42 0.001
C 0.80 -0.21 -2.60 0.056
H -1.56 -4.68 0.43 0.000
H -1.38 -5.52 -1.95 0.017
H -0.54 -3.95 -3.68 -0.005
H -1.06 -2.33 0.91 0.006
H -0.11 -2.40 -5.10 0.001
H 1.08 -0.76 -6.47 0.000
H 2.16 1.20 -5.40 0.004
H 1.96 1.56 -2.98 -0.001
C -3.25 -0.13 -1.75 0.100
Ge -2.95 0.02 0.26 0.377
C -3.90 -1.60 1.05 0.074
C -4.03 -1.63 2.43 0.016
C -4.57 -2.73 3.08 0.000
C -4.99 -3.83 2.35 0.014
C -4.86 -3.82 0.97 0.003
C -4.31 -2.72 0.33 0.021
C -4.33 1.44 0.78 0.056
C -3.95 2.46 1.63 0.001
C -4.80 3.54 1.92 0.000
C -6.04 3.63 1.33 -0.001
C -6.48 2.61 0.47 0.002
C -7.75 2.68 -0.15 0.001
C -8.19 1.67 -0.97 0.000
C -7.40 0.52 -1.15 0.000
C -6.17 0.43 -0.56 0.006
C -5.64 1.48 0.22 0.012
H -3.74 0.78 -2.09 0.004
H -3.86 -0.99 -2.02 0.009
H -2.28 -0.22 -2.24 0.004
H -3.70 -0.77 3.01 0.001
H -4.66 -2.74 4.17 0.000
H -5.39 -4.71 2.85 0.001
H -5.17 -4.68 0.39 0.000
H -4.20 -2.74 -0.75 0.002
H -2.97 2.43 2.08 -0.001
H -4.47 4.32 2.59 0.000
H -6.68 4.48 1.51 0.000
H -8.38 3.54 0.03 0.000
H -9.15 1.75 -1.47 0.000
H -7.77 -0.30 -1.75 0.000
H -5.59 -0.47 -0.66 0.004
```

Properties
ΔE to the lowest compared entry with this formula, charge and spin: 111.6 kJ/mol
Spin multiplicity: 4
Highest occupied orbital energy (alpha / beta): 0.0183 / -0.0957 hartree
Net charge: -2
HOMO-LUMO gap (alpha / beta): 3.6 / 6.7 eV
Electronic energy: -5810.1679 Eh
⟨S²⟩: 3.785